1.
{"formula": "C20H22N2O3S", "method": "ωB97M-V/def2-TZVPD", "lumo_energy_ev": 0.549, "charge": 0, "orbital_gap_ev": 9.78, "homo_energy_ev": -9.23, "smiles": "O=C(NCCc1ccccc1)C1=CCN(S(=O)(=O)c2ccccc2)CC1", "largest_force_ha_per_bohr": 0.02074, "de_lowest_kj_mol": 134.5, "symbols": ["O", "C", "N", "H", "C", "H", "H", "C", "C", "C", "C", "C", "C", "C", "H", "H", "H", "H", "H", "H", "H", "C", "C", "C", "N", "S", "O", "O", "C", "C", "C", "C", "C", "C", "H", "H", "H", "H", "H", "C", "C", "H", "H", "H", "H", "H", "H", "H"], "positions_angstrom": [[-1.520223, 1.704195, 0.095871], [-1.753451, 0.527247, -0.089949], [-2.581923, -0.197473, 0.694848], [-2.723942, -1.174694, 0.495486], [-3.116840, 0.313448, 1.934644], [-2.810270, 1.360273, 1.984026], [-4.210527, 0.260020, 1.919155], [-2.567420, -0.466489, 3.138685], [-1.066007, -0.523755, 3.080719], [-0.307981, 0.609648, 3.345874], [1.070200, 0.572108, 3.248190], [1.710591, -0.598729, 2.877857], [0.964905, -1.732104, 2.608697], [-0.414959, -1.692359, 2.710539], [-0.991397, -2.586060, 2.510648], [1.456993, -2.649471, 2.320155], [2.787554, -0.632527, 2.805262], [1.645913, 1.459475, 3.465634], [-0.802091, 1.525966, 3.632859], [-2.978126, -1.478815, 3.134161], [-2.895628, 0.031384, 4.052584], [-1.152314, -0.240871, -1.229031], [-1.344967, 0.145449, -2.484580], [-0.676892, -0.530180, -3.642690], [0.481223, -1.287204, -3.233940], [1.935537, -0.462633, -3.280300], [2.948759, -1.416358, -2.933009], [1.990090, 0.172116, -4.564529], [1.889486, 0.812163, -2.017156], [1.182010, 1.975693, -2.244384], [1.104529, 2.926605, -1.240832], [1.750313, 2.711072, -0.034777], [2.487596, 1.556079, 0.169170], [2.551850, 0.594187, -0.825106], [3.116650, -0.317531, -0.704466], [3.009051, 1.401969, 1.100807], [1.683394, 3.451088, 0.747835], [0.537629, 3.830360, -1.397326], [0.712635, 2.131598, -3.201973], [0.253928, -2.138161, -2.094101], [-0.228366, -1.368726, -0.856824], [0.620894, -0.943077, -0.313714], [-0.725475, -2.059478, -0.171308], [-0.494404, -2.882707, -2.386368], [1.197113, -2.646691, -1.892949], [-1.382255, -1.208224, -4.143503], [-0.334445, 0.195341, -4.382145], [-2.008943, 0.966832, -2.708746]], "atomic_forces_ev_per_a": [[0.04, 0.35, 0.07], [-0.07, -0.12, -0.44], [-0.33, -0.27, 0.23], [0.09, 0.08, -0.13], [-0.08, 0.04, 0.18], [-0.12, -0.10, 0.02], [0.09, 0.11, 0.03], [0.03, 0.19, -0.21], [-0.09, -0.13, 0.11], [0.02, -0.04, 0.01], [0.02, 0.07, 0.04], [0.09, -0.05, 0.00], [0.08, -0.06, -0.02], [-0.03, 0.03, 0.07], [-0.08, -0.07, -0.02], [0.05, -0.08, -0.02], [0.10, 0.01, -0.01], [0.06, 0.09, 0.01], [-0.07, 0.13, 0.02], [-0.01, -0.01, 0.07], [-0.07, -0.07, 0.04], [0.09, 0.01, -0.07], [-0.23, -0.19, 0.20], [-0.24, 0.24, -0.24], [0.92, 0.46, -0.27], [0.04, -0.22, -0.30], [-0.14, 0.06, 0.38], [-0.24, 0.26, 0.15], [0.15, -0.52, -0.46], [-0.02, 0.24, -0.06], [0.03, -0.06, -0.11], [0.05, 0.00, 0.00], [0.00, -0.01, -0.04], [0.17, -0.09, 0.07], [0.08, -0.08, 0.09], [0.04, -0.02, 0.07], [-0.01, 0.08, 0.08], [-0.07, 0.07, -0.02], [-0.10, 0.09, -0.11], [0.07, -0.33, 0.63], [0.02, -0.09, -0.24], [-0.10, -0.10, 0.09], [0.06, -0.01, 0.04], [0.09, 0.04, -0.02], [-0.19, -0.17, 0.08], [0.12, 0.10, -0.03], [-0.23, -0.02, -0.04], [-0.10, 0.17, 0.05]], "lowdin_charge": [0.08, -0.45, 0.08, 0.14, -0.17, 0.12, 0.12, -0.13, -0.24, -0.03, -0.09, -0.10, -0.09, -0.06, 0.11, 0.11, 0.10, 0.10, 0.12, 0.11, 0.12, -0.15, -0.01, -0.18, -0.23, 0.68, -0.28, -0.28, -0.27, -0.06, -0.06, -0.07, -0.07, -0.07, 0.12, 0.10, 0.11, 0.11, 0.12, -0.17, -0.11, 0.11, 0.11, 0.13, 0.12, 0.13, 0.11, 0.13]}



2.
{"formula": "C20H22N2O4", "method": "ωB97M-V/def2-TZVPD", "lumo_energy_ev": 0.575, "charge": 0, "orbital_gap_ev": 8.56, "homo_energy_ev": -7.99, "largest_force_ha_per_bohr": 0.36630, "de_lowest_kj_mol": 2119.7, "symbols": ["C", "H", "O", "C", "N", "C", "N", "C", "C", "H", "H", "C", "C", "C", "C", "C", "C", "C", "H", "H", "O", "C", "H", "H", "H", "H", "H", "C", "C", "C", "C", "C", "C", "H", "H", "O", "C", "H", "H", "H", "H", "H", "O", "H", "H", "H", "H", "H"], "positions_angstrom": [[4.793690, 0.510811, 1.371018], [4.682020, 1.612044, 1.238012], [3.570114, -0.085767, 0.564793], [3.699067, 0.265489, -0.791572], [2.751494, -0.491523, -1.599779], [1.399780, -0.353103, -1.178514], [0.838869, -1.047224, -1.953101], [1.572414, -1.836864, -2.887773], [2.824311, -1.428328, -2.458307], [3.834717, -1.524599, -2.846547], [1.190834, -2.480636, -3.467794], [0.525190, 0.264573, -0.104012], [0.158016, -0.566643, 0.731366], [0.126983, -0.273162, 2.318568], [-0.289714, -1.266053, 3.119788], [-0.879523, -2.272224, 2.926617], [-1.023844, -2.468356, 1.398502], [-0.578479, -1.634585, 0.571588], [-0.958851, -1.873988, -0.580762], [-1.688100, -3.387925, 1.239397], [-1.393706, -3.222957, 3.791604], [-2.095068, -4.290409, 3.710866], [-2.430240, -4.770333, 4.537208], [-1.464448, -4.909471, 3.072135], [-3.214626, -4.295596, 2.872295], [-0.218665, -0.939532, 4.218699], [0.854434, 0.655368, 2.495978], [-0.715759, 1.171377, -0.774644], [-1.731459, 1.325099, -0.159665], [-2.786162, 2.124901, -0.857778], [-2.653122, 2.684781, -2.024862], [-1.248044, 2.566404, -2.662701], [-0.329896, 1.943708, -1.958969], [0.819045, 1.877407, -2.470544], [-0.987134, 3.218604, -3.499639], [-3.627344, 3.515952, -2.619439], [-4.802361, 3.503625, -2.345019], [-5.251935, 4.443034, -2.724340], [-4.793540, 4.053056, -1.177872], [-5.279667, 2.597127, -1.990519], [-3.737882, 2.262053, -0.386073], [-2.000216, 0.823225, 0.923879], [1.508474, 1.368914, 0.497748], [2.240484, 0.942718, 0.927097], [3.557461, 1.199360, -0.761379], [4.625959, 0.074591, -1.344322], [5.824891, 0.212402, 0.853323], [4.781540, 0.202652, 2.245446]], "atomic_forces_ev_per_a": [[0.27, 2.48, -11.42], [0.17, -0.74, 0.49], [3.82, -0.77, 1.99], [1.94, -7.28, -1.59], [-0.86, 6.02, 7.79], [3.47, 2.45, 1.06], [-8.53, -7.30, -7.11], [3.81, 7.45, 7.90], [1.92, -2.96, -5.01], [-0.19, -0.78, -0.25], [-2.60, -4.55, -4.27], [6.74, 12.90, -8.98], [-3.28, -4.82, 16.95], [4.33, 2.76, -7.46], [6.26, 12.80, 9.41], [-8.04, -14.49, -8.96], [-4.26, -6.95, 9.08], [-1.86, -1.06, -10.19], [1.31, 0.61, 2.81], [1.10, 1.58, -0.71], [2.88, 7.21, 3.01], [-3.12, -3.04, -8.47], [-0.59, -0.74, 2.98], [-0.45, -1.54, 0.16], [2.79, 0.59, 2.43], [0.18, -0.53, -1.06], [-2.27, -2.25, 0.50], [13.65, -2.00, -4.83], [-12.21, 1.23, 6.48], [-0.73, -1.59, 3.40], [2.61, 1.41, -3.28], [-3.67, 2.62, 0.12], [3.59, -2.29, -0.88], [-3.38, 0.08, 1.92], [-0.29, -0.46, 0.04], [12.92, -2.10, -4.39], [-8.60, 3.87, 7.99], [-0.92, -1.48, -0.88], [-0.80, -1.05, -1.29], [-0.75, -0.46, -1.22], [-0.34, -0.09, 0.55], [0.77, 1.27, -2.99], [-3.24, 0.27, -1.16], [0.37, -0.96, 0.23], [-1.67, 7.36, -1.00], [0.78, -0.17, 1.02], [-2.37, 0.40, 0.94], [-0.64, -2.92, 8.14]], "lowdin_charge": [0.07, 0.11, -0.16, -0.18, 0.01, -0.27, 0.11, 0.04, -0.11, 0.13, 0.02, -0.27, -0.23, 0.11, -0.16, -0.24, 0.02, -0.13, 0.20, 0.13, -0.06, -0.19, 0.04, 0.08, 0.17, 0.17, 0.16, -0.16, -0.03, -0.01, -0.18, 0.01, -0.03, 0.19, 0.11, -0.09, -0.27, 0.11, 0.13, 0.10, 0.09, 0.20, -0.06, 0.01, 0.06, 0.15, 0.14, -0.02]}



3.
{"formula": "C20H22N2O4", "method": "ωB97M-V/def2-TZVPD", "lumo_energy_ev": 0.619, "charge": 0, "orbital_gap_ev": 9.04, "homo_energy_ev": -8.42, "smiles": "Cc1ccc(Oc2ncccc2NC(=O)CCCC(=O)O)c2c1CCC2", "largest_force_ha_per_bohr": 0.01800, "de_lowest_kj_mol": 79.6, "symbols": ["C", "C", "C", "C", "C", "C", "C", "H", "H", "O", "C", "N", "C", "C", "C", "C", "N", "C", "O", "C", "H", "H", "C", "H", "H", "C", "C", "O", "O", "H", "H", "H", "H", "H", "H", "H", "C", "H", "H", "C", "H", "H", "C", "H", "H", "H", "H", "H"], "positions_angstrom": [[-5.779980, -2.317500, -0.624254], [-4.398018, -1.748699, -0.527891], [-4.111337, -0.716325, 0.352582], [-2.832612, -0.180558, 0.465384], [-1.809848, -0.678137, -0.322432], [-2.080661, -1.706642, -1.216246], [-3.355644, -2.231625, -1.312177], [-3.544630, -3.031851, -2.012720], [-1.280847, -2.089754, -1.831388], [-0.490493, -0.241778, -0.205147], [-0.210866, 1.041151, -0.539085], [-1.149883, 1.808097, -1.043504], [-0.838730, 3.055739, -1.378258], [0.425621, 3.582339, -1.219331], [1.426598, 2.776755, -0.685806], [1.119495, 1.473852, -0.333023], [2.015484, 0.553196, 0.209142], [3.340192, 0.719911, 0.482109], [3.950466, 1.747795, 0.289436], [3.993778, -0.547902, 1.006773], [4.844559, -0.263926, 1.626008], [3.286738, -1.121064, 1.608104], [4.484378, -1.392019, -0.177180], [3.682896, -1.486016, -0.913454], [4.738810, -2.397112, 0.166644], [5.710410, -0.759868, -0.855125], [6.964147, -1.106428, -0.092428], [7.716059, -2.003166, -0.366655], [7.153438, -0.316305, 0.970444], [7.963093, -0.566801, 1.442926], [5.818077, -1.150400, -1.866866], [5.591737, 0.323453, -0.882514], [1.594910, -0.347824, 0.395353], [2.427987, 3.147468, -0.543255], [0.639113, 4.600327, -1.502238], [-1.655441, 3.634198, -1.786472], [-2.791581, 0.883764, 1.520967], [-2.223282, 1.758903, 1.208553], [-2.327189, 0.483046, 2.427322], [-4.274719, 1.209766, 1.751989], [-4.480265, 1.484767, 2.785331], [-4.559319, 2.047000, 1.113844], [-5.045107, -0.045730, 1.316788], [-6.007284, 0.196230, 0.865290], [-5.233755, -0.709036, 2.166191], [-5.812389, -3.139653, -1.334172], [-6.110459, -2.680575, 0.348154], [-6.483644, -1.551059, -0.947705]], "atomic_forces_ev_per_a": [[0.05, 0.06, 0.02], [0.10, -0.06, -0.09], [0.25, 0.00, -0.13], [0.14, -0.03, -0.04], [-0.46, -0.40, -0.17], [0.38, 0.29, 0.16], [-0.16, 0.03, 0.08], [-0.02, -0.09, -0.08], [0.10, -0.02, -0.07], [0.00, -0.19, 0.18], [0.13, 0.86, -0.33], [0.17, -0.66, 0.17], [0.12, 0.33, -0.07], [-0.15, -0.10, 0.00], [-0.04, -0.05, 0.01], [-0.31, 0.13, -0.13], [-0.47, -0.34, 0.00], [0.07, -0.53, 0.36], [0.16, 0.33, -0.09], [0.04, 0.07, -0.09], [-0.15, 0.02, 0.04], [0.00, 0.01, 0.03], [0.09, 0.07, 0.06], [0.02, -0.08, 0.02], [-0.08, -0.01, -0.06], [0.03, -0.07, 0.01], [0.12, -0.26, -0.40], [0.06, -0.13, -0.05], [-0.07, 0.59, 0.54], [-0.07, -0.20, -0.26], [0.09, 0.03, 0.09], [0.01, 0.00, -0.09], [0.20, 0.10, 0.05], [0.03, -0.03, 0.01], [0.00, 0.10, -0.03], [0.01, 0.16, -0.06], [0.13, 0.10, 0.09], [0.02, -0.03, 0.08], [0.04, 0.03, 0.03], [-0.01, 0.00, 0.07], [-0.03, 0.08, -0.02], [-0.01, 0.03, 0.01], [-0.10, 0.03, 0.05], [-0.08, -0.04, 0.04], [-0.08, -0.01, 0.03], [-0.06, -0.06, -0.03], [-0.10, -0.06, 0.04], [-0.12, 0.00, -0.02]], "lowdin_charge": [-0.04, -0.23, -0.14, -0.11, -0.20, 0.00, -0.04, 0.11, 0.12, 0.05, -0.27, 0.14, -0.14, -0.06, 0.01, -0.13, 0.15, -0.46, 0.08, -0.10, 0.11, 0.12, -0.16, 0.12, 0.12, -0.09, -0.54, 0.11, 0.11, 0.14, 0.13, 0.12, 0.14, 0.10, 0.10, 0.11, -0.11, 0.10, 0.13, -0.16, 0.11, 0.11, -0.12, 0.11, 0.12, 0.07, 0.08, 0.08]}